Here is a cluster of 10 separate species, C51H117O37P7 in total from the Open Molecules 2025 dataset. Energies are from ωB97M-V/def2-TZVPD.

```
212
Properties=species:S:1:pos:R:3:forces:R:3
C 3.830592 13.213123 14.912875 -0.70 1.20 0.73
C 3.289129 13.606757 13.581143 -0.28 -0.27 -0.92
O 4.022658 12.754147 12.699685 -0.21 0.21 -0.33
C 4.289846 11.631238 13.406692 0.53 -0.64 -1.17
O 4.559301 10.587731 12.888962 -0.02 0.32 0.56
O 4.245491 11.870876 14.724332 -0.57 -0.32 0.24
H 2.923690 13.347641 15.502333 0.73 -0.65 1.14
H 4.675100 13.771378 15.313399 -0.13 0.17 -0.08
H 3.292609 14.652635 13.285209 0.59 -0.04 0.00
H 2.240081 13.291396 13.546651 0.01 -0.01 -0.16
C 1.398709 10.810145 27.601943 0.35 0.84 0.92
C 2.904223 10.460745 27.646233 -1.50 -1.54 -0.84
O 3.275304 10.633599 26.282317 0.78 0.35 -0.06
C 2.334680 11.297573 25.624633 -0.70 1.65 -1.41
O 2.406271 11.724708 24.507543 0.43 -0.66 0.51
O 1.238851 11.541050 26.379872 0.33 -0.81 0.77
H 1.208090 11.470792 28.447862 -0.49 0.02 -0.16
H 0.720608 9.959770 27.633426 0.11 -0.06 -0.14
H 2.987323 9.378799 27.755367 0.42 0.20 0.88
H 3.467921 11.056542 28.358353 0.26 -0.01 -0.30
C 6.111384 14.268713 18.734099 0.11 -0.84 0.19
C 6.410712 15.752958 18.529766 0.24 -0.92 0.35
O 5.292498 16.398941 19.119851 -0.10 0.26 -0.51
C 4.739777 15.565514 20.002324 -0.78 -1.47 0.20
O 3.875744 15.849241 20.762893 0.00 0.24 0.25
O 5.231754 14.280154 19.882288 0.59 1.07 -0.54
H 7.001382 13.659831 18.907497 0.15 0.38 0.69
H 5.658197 13.691664 17.925000 -0.69 0.72 -0.15
H 6.534507 15.982619 17.475982 -0.03 0.47 0.13
H 7.245955 16.042427 19.168147 0.43 0.02 -0.54
C 2.533046 10.750319 21.584434 -1.13 -0.64 -0.44
C 3.443002 10.957015 20.412228 0.86 0.23 0.94
O 2.870012 10.668431 19.126928 -0.42 -0.31 0.57
P 2.253137 11.845725 18.265258 -0.33 -1.22 1.14
O 3.288517 12.828505 17.977323 -0.13 0.95 -0.77
O 1.600191 11.037201 17.058642 -0.68 0.89 0.00
C 1.998357 9.741681 16.618510 1.49 -1.17 0.83
C 1.307643 8.622064 17.411408 -1.26 0.47 -0.15
O 1.005006 12.357716 19.145326 0.86 -1.22 -0.62
C 0.047792 13.235229 18.526930 0.28 0.68 1.21
C -0.984419 13.639548 19.602774 0.88 -0.52 -0.78
H 2.097828 9.754675 21.439017 0.13 0.09 0.16
H 3.108473 10.715558 22.505379 -0.02 0.27 0.00
H 1.682500 11.427048 21.671474 0.30 0.25 -0.03
H 3.903715 11.945716 20.428852 -0.04 0.05 -0.29
H 4.214111 10.224331 20.661623 0.36 0.01 -1.04
H 1.781901 9.592759 15.564035 -0.11 0.59 -0.08
H 3.082363 9.711301 16.742818 0.01 -0.26 -0.18
H 1.751762 7.629655 17.478273 0.62 0.25 -0.41
H 1.082872 8.920524 18.435636 0.15 0.17 -0.03
H 0.346106 8.481164 16.905784 -0.15 -0.17 0.26
H 0.682238 14.088532 18.265761 -0.71 0.25 -0.58
H -0.407090 12.717976 17.682865 0.08 0.28 -0.12
H -1.575357 14.451763 19.185200 -0.18 -0.05 0.26
H -1.589081 12.776662 19.880695 -0.22 0.09 -0.13
H -0.464768 13.958401 20.504533 0.07 0.18 -0.28
C -7.488241 10.010329 16.986904 -0.99 -0.67 0.31
C -7.740364 10.560186 15.575443 -0.32 -0.30 1.23
O -6.492089 10.939950 15.002065 0.55 0.50 -0.57
P -6.045703 12.479122 15.051029 0.45 -0.20 -1.50
O -7.036589 13.404008 14.471098 0.05 -0.60 0.97
O -4.649565 12.533422 14.244817 -0.40 -0.91 1.67
C -4.485743 12.581108 12.822059 0.34 -0.59 0.42
C -4.363445 14.012411 12.378508 0.16 -0.47 -1.35
O -5.597106 12.700638 16.558684 -0.67 0.40 -0.66
C -4.534960 11.942840 17.149763 1.00 -0.30 0.20
C -3.327937 12.865427 17.360002 -1.06 -0.23 -0.35
H -7.710462 10.762602 17.744350 0.83 0.24 -0.01
H -8.197051 9.230673 17.291206 -0.22 -0.06 -0.57
H -6.528468 9.506925 17.091758 0.25 0.50 0.01
H -8.225572 9.833171 14.927578 0.29 -0.03 -0.14
H -8.418704 11.407326 15.689933 0.11 0.15 -0.43
H -3.595238 11.995835 12.570142 0.17 0.16 0.35
H -5.276837 11.984497 12.361166 -0.38 0.61 -0.09
H -4.900034 14.694777 13.034140 0.02 -1.66 -1.64
H -3.368266 14.460831 12.341008 0.35 -0.64 0.21
H -4.687257 13.934946 11.335322 -0.31 0.89 0.03
H -4.885692 11.529186 18.093994 -0.16 0.12 -0.03
H -4.255611 11.091299 16.530315 -0.23 0.07 -0.17
H -3.524657 13.450894 18.255290 0.44 -0.18 -0.04
H -2.396777 12.308802 17.407494 -0.06 -0.07 0.28
H -3.290176 13.531447 16.497033 0.20 0.09 0.02
C -5.150216 15.665954 14.654558 0.08 2.30 0.92
C -5.854571 16.898924 15.277697 -0.22 -1.46 0.26
O -5.437416 17.110696 16.630810 1.05 0.46 1.58
P -4.017819 17.722794 17.063212 -1.18 -0.48 -0.90
O -2.985577 17.367811 16.082428 0.49 0.43 0.29
O -4.402423 19.264381 17.210224 -0.12 -0.05 -0.11
C -3.338937 20.196255 17.418202 0.63 -0.10 1.25
C -3.789888 21.453481 18.158726 0.53 0.26 -0.65
O -3.731801 17.298227 18.565687 -0.66 -0.11 -0.57
C -3.976651 15.927538 19.023721 0.11 -0.12 -0.11
C -5.422012 15.796285 19.501069 0.79 0.35 0.07
H -5.370437 15.647438 13.587006 -0.87 0.91 1.19
H -4.079558 15.840851 14.747557 0.12 -0.11 -0.09
H -5.417410 14.746774 15.169621 -0.05 0.61 -0.26
H -5.765656 17.818094 14.699016 0.12 -0.08 -0.05
H -6.899598 16.643838 15.461303 -0.13 0.25 -0.62
H -2.628033 19.691697 18.082026 0.36 0.11 -0.30
H -2.862326 20.411847 16.462289 -0.03 0.10 0.05
H -4.069147 21.307659 19.201088 -0.70 -0.40 -0.26
H -2.943735 22.137910 18.276938 0.24 -0.15 -0.41
H -4.502185 21.991775 17.534011 -0.42 -0.01 0.48
H -3.761407 15.224353 18.217085 -0.04 0.43 -0.09
H -3.226493 15.787919 19.794996 -0.28 -0.02 0.25
H -5.613323 16.715794 20.054914 -0.43 0.00 -0.13
H -6.056077 15.675228 18.626111 -0.28 0.18 0.22
H -5.577828 14.982421 20.207719 0.22 -0.20 -0.15
C 13.273240 10.736508 18.534146 -1.17 1.41 0.90
C 12.350269 9.537088 18.394813 0.65 0.17 -0.67
O 11.951109 9.031184 19.668021 0.17 -1.00 0.95
P 10.958940 7.774125 19.802938 0.14 0.67 -0.90
O 10.867322 6.991985 18.560843 -0.33 0.17 0.32
O 11.506072 6.987171 21.063123 -0.22 0.59 -0.18
C 10.683026 5.930717 21.571157 -0.02 -0.95 0.54
C 11.097901 5.577922 22.969981 -0.06 -0.21 0.80
O 9.566821 8.412901 20.324671 1.23 -0.23 -0.49
C 8.490590 8.599209 19.384026 -0.35 -0.98 0.56
C 7.229470 8.615138 20.204441 -1.41 -0.38 -0.19
H 13.607266 11.074589 17.554640 -0.01 -0.10 -0.04
H 12.692719 11.547243 18.991491 -0.05 0.19 -0.32
H 14.122806 10.715445 19.216591 0.12 -1.00 -0.20
H 11.414370 9.771912 17.888258 0.28 0.38 -0.39
H 12.927091 8.875158 17.743820 -0.51 -0.95 0.51
H 9.636938 6.227420 21.658006 0.05 0.31 -0.46
H 10.746719 5.022390 20.968823 0.05 0.35 -0.50
H 11.983628 4.963418 23.136995 0.37 0.40 -0.61
H 11.176618 6.503548 23.541715 -0.04 -0.20 0.27
H 10.317817 4.929280 23.379150 -0.24 0.35 0.15
H 8.592690 9.470736 18.736039 0.31 0.29 0.42
H 8.463612 7.733714 18.718822 0.06 0.04 -0.03
H 7.160249 9.281342 21.063805 0.37 0.58 -0.43
H 6.405764 8.781589 19.501710 -0.08 0.47 0.19
H 6.936557 7.659895 20.650256 0.67 -0.34 -0.22
C -5.512875 6.468460 21.543499 -1.64 -0.47 -0.13
C -5.139291 7.769631 20.871672 0.85 -0.97 0.88
O -3.786635 8.116494 21.271074 -0.45 0.13 -0.26
P -2.766732 8.826973 20.282046 0.64 -0.62 1.13
O -3.399184 9.252556 19.029050 0.43 0.53 0.07
O -2.059911 9.894439 21.246180 -0.27 0.07 -1.10
C -1.678137 9.542791 22.584977 0.47 -1.02 0.78
C -0.162526 9.518965 22.856186 -0.22 0.78 -0.68
O -1.597525 7.737886 20.127692 -0.35 0.59 -0.53
C -1.541321 6.970564 18.889260 0.15 -0.95 0.92
C -2.490595 5.768972 18.987204 -1.35 0.80 -0.48
H -6.556537 6.342987 21.222170 -0.04 -0.21 0.05
H -5.023791 5.562758 21.187300 0.47 0.31 -0.12
H -5.589544 6.409457 22.628820 0.49 0.52 0.05
H -5.208275 7.559467 19.806107 0.12 0.65 -0.14
H -5.803812 8.564244 21.200750 -0.01 0.12 -0.27
H -2.163588 10.231058 23.274477 -0.12 0.13 -0.18
H -2.072126 8.546243 22.780153 -0.07 0.03 0.17
H 0.230186 10.526589 23.009590 -0.13 -0.02 0.03
H 0.096995 8.950033 23.748205 -0.31 -0.16 0.02
H 0.398222 9.121435 22.010196 -0.35 -0.27 0.09
H -1.761400 7.633971 18.057119 -0.07 -0.16 -0.10
H -0.503937 6.642829 18.864535 0.02 0.06 -0.31
H -3.463017 6.163304 19.301313 0.06 0.08 0.35
H -2.802719 5.359891 18.023080 0.79 -0.14 -0.19
H -2.257457 4.967077 19.682907 0.52 0.16 0.00
C -1.102853 20.314761 20.883892 0.30 -0.47 0.19
C -1.604917 18.876348 20.821048 -0.46 0.98 -1.32
O -0.923096 18.080914 21.771621 0.05 -0.93 0.32
P -1.825840 17.114577 22.655638 -0.46 0.85 0.64
O -2.824362 16.308429 21.935380 0.29 0.59 0.33
O -2.415963 18.208083 23.696481 -0.63 -0.59 -0.11
C -1.871545 18.439465 24.988849 1.32 -0.56 0.79
C -0.443212 19.031021 24.942029 -1.35 0.95 0.58
O -0.801162 16.274376 23.509795 0.65 0.54 -0.15
C -0.713876 14.872848 23.243655 -0.47 -1.72 1.05
C 0.362782 14.104386 24.001265 1.29 1.72 0.39
H -1.466876 20.860993 20.015008 -0.02 0.12 0.06
H -1.417895 20.804191 21.806214 -0.22 0.00 -0.07
H -0.011884 20.337819 20.894359 0.01 -0.05 -0.22
H -2.696988 18.885869 20.905523 0.05 -0.26 0.61
H -1.467285 18.431600 19.830376 0.39 0.08 0.07
H -2.430707 19.107373 25.645428 -0.87 0.23 -0.99
H -1.892946 17.523420 25.585306 0.21 -0.33 -0.44
H 0.004934 19.027568 23.953665 0.38 -0.69 0.20
H -0.587839 20.092094 25.166292 0.31 0.09 -0.04
H 0.095591 18.625761 25.795940 0.61 -0.17 -0.50
H -1.667578 14.474915 23.596101 -0.14 -0.21 -0.66
H -0.530778 14.616137 22.202917 -0.44 0.73 -0.04
H 0.730707 13.326291 23.339709 -0.10 -0.42 0.46
H 1.230275 14.750146 24.193601 0.11 0.13 -0.66
H 0.196113 13.816337 25.039203 -0.85 -0.58 -0.31
C -2.419543 9.892026 14.979649 0.19 -0.53 1.15
C -3.111165 8.589687 15.446257 -0.53 0.60 -1.25
O -2.219707 7.529913 15.060707 0.29 -1.73 0.32
P -2.628976 6.158828 14.342120 -0.11 0.83 -1.03
O -3.877181 6.246131 13.568007 0.77 0.02 -0.05
O -1.294397 5.826279 13.481177 -1.22 -0.15 1.11
C -0.032788 5.615270 14.142680 1.09 1.08 -0.68
C 0.904291 6.780883 13.736854 -0.30 -0.34 0.35
O -2.696299 5.018471 15.446670 0.10 0.01 0.66
C -3.037749 3.690551 15.009212 0.78 -1.20 -1.18
C -4.500941 3.388660 14.764211 -0.41 2.12 0.29
H -2.344099 10.552505 15.843867 -0.05 0.34 -0.28
H -1.395976 9.629247 14.715764 0.02 0.07 -0.14
H -2.897365 10.379972 14.135568 -0.14 -0.02 0.11
H -3.358786 8.536061 16.506222 0.48 0.06 0.11
H -4.054389 8.486081 14.904676 0.04 -0.24 -0.01
H -0.075839 5.580183 15.231314 -0.53 -0.02 0.02
H 0.402612 4.672497 13.816581 -0.34 -0.13 -0.24
H 0.694635 7.171947 12.742792 -0.13 -0.32 -0.10
H 0.753606 7.609938 14.426040 0.14 0.07 0.07
H 1.943715 6.453726 13.757392 0.04 0.11 0.15
H -2.498939 3.449784 14.084939 -0.07 0.62 -0.31
H -2.546129 2.950100 15.643047 -0.31 0.46 0.83
H -5.081402 3.398660 15.688904 0.09 -1.21 0.07
H -4.975131 4.266721 14.313144 0.46 0.03 -0.49
H -4.603533 2.609484 14.015318 -0.25 -0.52 0.61
```
Forces are in eV/Å.

## Properties
SMILES	CCOP(=O)(OCC)OCC.CCOP(=O)(OCC)OCC.CCOP(=O)(OCC)OCC.CCOP(=O)(OCC)OCC.CCOP(=O)(OCC)OCC.CCOP(=O)(OCC)OCC.CCOP(=O)(OCC)OCC.O=C1OCCO1.O=C1OCCO1.O=C1OCCO1
calculated total energy	-195579.4171	eV
total charge	0
frontier orbital gap	0.369	hartree

Here are the Löwdin charges for atoms 1 to 99, given in e: -0.149, -0.123, 0.062, -0.578, 0.155, 0.077, 0.114, 0.133, 0.139, 0.136, -0.106, -0.091, 0.077, -0.569, 0.138, 0.056, 0.126, 0.129, 0.132, 0.133, -0.122, -0.108, 0.069, -0.572, 0.164, 0.033, 0.125, 0.103, 0.131, 0.133, -0.085, -0.243, -0.170, 0.413, -0.204, -0.173, -0.241, -0.061, -0.182, -0.227, -0.035, 0.067, 0.074, 0.066, 0.113, 0.111, 0.109, 0.116, 0.083, 0.070, 0.057, 0.124, 0.096, 0.065, 0.082, 0.054, -0.073, -0.249, -0.188, 0.417, -0.217, -0.202, -0.242, -0.071, -0.171, -0.241, -0.041, 0.076, 0.071, 0.072, 0.118, 0.112, 0.109, 0.123, -0.007, 0.090, 0.090, 0.113, 0.082, 0.051, 0.056, 0.091, -0.081, -0.197, -0.200, 0.400, -0.232, -0.172, -0.268, -0.071, -0.185, -0.240, -0.048, 0.057, 0.078, 0.036, 0.121, 0.122, 0.090